Below is a molecular structure, C15H14F6N5O4PtS3Se2, with properties calculated with ωB97M-V with the def2-TZVPD basis set.

Last column: Mulliken charge in e.
Element x y z (Å)
1 Pt 0.253 0.319 -0.751  0.68
2 F 3.211 -0.957 1.448  -0.19
3 C 3.360 -2.097 0.754  0.64
4 F 4.171 -1.859 -0.272  -0.21
5 F 3.883 -3.017 1.538  -0.21
6 S 1.722 -2.616 0.103  0.96
7 O 1.385 -1.462 -0.767  -0.55
8 O 1.922 -3.830 -0.608  -0.62
9 N 0.932 -2.756 1.423  -0.50
10 S -0.487 -2.280 1.857  0.93
11 O -1.141 -1.459 0.865  -0.55
12 O -1.231 -3.306 2.504  -0.63
13 C -0.052 -1.094 3.191  0.67
14 F -1.172 -0.726 3.816  -0.22
15 F 0.483 0.024 2.638  -0.16
16 F 0.809 -1.588 4.050  -0.23
17 Se 0.723 1.039 -3.700  -0.02
18 Se 2.761 0.353 -2.837  0.13
19 C 2.925 1.168 -1.084  0.32
20 C 4.205 1.574 -0.745  -0.78
21 C 4.431 2.185 0.475  -0.34
22 C 3.357 2.436 1.313  -0.95
23 C 2.108 2.009 0.928  0.07
24 N 1.897 1.353 -0.227  0.47
25 C -0.552 -0.391 -3.336  0.37
26 C -1.045 -1.069 -4.434  -0.68
27 C -2.061 -1.998 -4.254  -0.24
28 C -2.549 -2.227 -2.983  -1.01
29 C -2.001 -1.535 -1.917  -0.16
30 N -1.028 -0.629 -2.089  -0.02
31 H 5.012 1.422 -1.450  0.43
32 H 5.431 2.491 0.754  0.45
33 H 3.478 2.946 2.257  0.45
34 H 1.234 2.178 1.538  0.41
35 H -0.635 -0.872 -5.414  0.46
36 H -2.457 -2.539 -5.104  0.43
37 H -3.334 -2.947 -2.800  0.44
38 H -2.321 -1.703 -0.903  0.69
39 S -0.962 2.260 -0.878  -0.50
40 C -2.188 2.057 0.298  0.45
41 N -3.365 2.672 0.233  -0.19
42 C -4.238 2.328 1.365  -0.54
43 C -3.318 1.437 2.232  -0.43
44 N -2.115 1.333 1.397  0.32
45 H -3.640 3.223 -0.562  0.20
46 H -5.112 1.784 1.011  0.31
47 H -4.570 3.219 1.893  0.31
48 H -3.744 0.457 2.420  0.29
49 H -3.074 1.901 3.185  0.35
50 H -1.299 0.789 1.624  -0.26

Results
- multiplicity = 1
- charge = +1
- energy relative to the best compared isomer or geometry (same formula, charge and spin) (kcal per mole) = 0.0
- HOMO energy (eV) = -11.52
- DFT total energy (eV) = -214167.2049


Below is a molecular structure, C4H7N3O, with properties calculated with ωB97M-V with the def2-TZVPD basis set.

Last column: Mulliken charge in e.
Element x y z (Å)
1 C 0.584 0.315 -1.627  -0.15
2 C 0.100 0.002 -0.293  0.44
3 C -0.875 -1.141 -0.251  -0.66
4 C -0.897 -1.440 1.136  -0.29
5 H 1.762 2.181 -1.674  0.26
6 H 0.044 2.303 -1.068  0.29
7 H 1.592 -0.134 -1.999  0.25
8 H -0.337 0.044 -2.166  0.23
9 H -1.159 -1.954 -1.021  0.25
10 H -1.461 -2.122 1.919  0.32
11 H 0.358 -0.116 3.599  0.36
12 N 0.702 1.842 -1.926  -0.66
13 N -0.316 -0.241 1.628  0.60
14 N 0.483 0.497 0.789  -0.72
15 O -0.581 -0.036 2.956  -0.50

Results
- multiplicity = 1
- charge = 0
- energy relative to the best compared isomer or geometry (same formula, charge and spin) (kcal per mole) = 141.3
- HOMO energy (eV) = -8.69
- DFT total energy (eV) = -10773.6213


Below is 16 unconnected molecules or ions with the total composition C6H44O15, with properties calculated with ωB97M-V with the def2-TZVPD basis set.

Last column: Mulliken charge in e.
Element x y z (Å)
1 C 1.593 -1.626 1.734  -1.27
2 C 0.378 -0.680 1.791  -0.35
3 C -0.379 -0.802 0.461  0.90
4 C -1.877 -0.535 0.553  -0.52
5 C -2.770 -1.752 0.675  -0.62
6 C -2.785 -2.579 -0.626  -0.91
7 H 2.233 -1.374 0.899  0.19
8 H 2.102 -1.623 2.701  0.38
9 H 1.193 -2.631 1.653  0.21
10 H -0.278 -0.836 2.646  0.37
11 H 0.699 0.353 1.947  0.15
12 H 0.145 -0.170 -0.245  -0.35
13 H -0.242 -1.819 0.076  -0.01
14 H -2.223 0.209 -0.166  0.26
15 H -2.077 0.006 1.497  0.36
16 H -2.503 -2.337 1.565  0.24
17 H -3.797 -1.493 0.942  0.42
18 H -1.987 -2.373 -1.341  0.01
19 H -3.734 -2.430 -1.131  0.34
20 H -2.658 -3.646 -0.427  0.26
21 H -2.218 -0.428 -3.306  0.29
22 H -0.916 0.033 -2.489  0.33
23 O -1.352 -0.023 -3.343  -0.65
24 H -3.427 2.526 -1.502  0.22
25 H -3.387 2.856 -0.035  0.30
26 O -2.891 2.418 -0.737  -0.56
27 H 0.625 4.160 3.417  0.30
28 H -0.340 4.462 2.270  0.37
29 O 0.188 4.887 2.964  -0.64
30 H 1.494 -4.286 -1.106  0.28
31 H 2.982 -3.797 -0.745  0.26
32 O 2.042 -3.660 -0.640  -0.56
33 H 0.554 -1.269 -4.816  0.30
34 H -0.473 -1.475 -5.902  0.32
35 O 0.356 -1.839 -5.573  -0.65
36 H 0.208 2.989 0.678  0.36
37 H -1.236 3.073 0.093  0.32
38 O -0.568 3.544 0.607  -0.70
39 H 2.096 -0.886 -1.824  0.33
40 H 1.319 -2.186 -1.772  0.24
41 O 1.585 -1.480 -2.378  -0.52
42 H 0.073 -3.702 2.678  0.37
43 H -0.045 -3.251 4.142  0.31
44 O -0.237 -3.961 3.540  -0.66
45 H 1.345 4.104 -1.468  0.36
46 H 1.315 5.224 -0.341  0.34
47 O 1.772 4.889 -1.110  -0.62
48 H -3.417 -0.657 3.988  0.31
49 H -4.031 0.778 4.028  0.31
50 O -4.148 -0.108 3.698  -0.63
51 H 1.897 2.385 -3.305  0.29
52 H 0.447 2.350 -2.750  0.30
53 O 1.315 2.739 -2.623  -0.74
54 H 0.107 -4.420 -4.200  0.30
55 H -0.580 -3.105 -4.001  0.34
56 O -0.720 -4.055 -3.917  -0.63
57 H 3.599 2.711 3.924  0.28
58 H 2.535 1.846 4.651  0.28
59 O 2.730 2.317 3.837  -0.55
60 H 3.007 1.033 -0.289  0.25
61 H 2.060 1.480 -1.495  0.24
62 O 2.163 0.891 -0.728  -0.48
63 H 3.865 3.377 0.150  0.28
64 H 3.813 2.828 1.701  0.20
65 O 3.462 2.829 0.824  -0.46

Results
- multiplicity = 1
- charge = 0
- energy relative to the best compared isomer or geometry (same formula, charge and spin) (kcal per mole) = 35.3
- HOMO energy (eV) = -10.54
- DFT total energy (eV) = -37648.5547


Below is a molecular structure, C32H26IN6OSbSe4Sn, with properties calculated with ωB97M-V with the def2-TZVPD basis set.

Last column: Mulliken charge in e.
Element x y z (Å)
1 Sn 1.542 -1.278 1.036  1.52
2 Se 5.220 -1.270 4.571  -0.57
3 Sb 3.493 -0.014 3.486  0.58
4 Se 1.319 -1.539 3.579  -0.51
5 Se 3.868 -0.246 0.865  -0.51
6 Se 2.775 2.219 4.018  -0.49
7 N -5.758 -0.936 -6.454  -0.53
8 C -4.959 -0.971 -5.634  -0.11
9 C -3.976 -1.030 -4.621  0.63
10 C -3.729 0.081 -3.816  -0.91
11 C -2.771 0.009 -2.826  0.08
12 C -2.046 -1.164 -2.637  -0.52
13 C -2.301 -2.272 -3.440  0.08
14 C -3.263 -2.215 -4.426  -0.97
15 C -1.015 -1.250 -1.579  0.85
16 C 0.303 -1.205 -2.004  -0.06
17 C 0.731 -1.012 -3.345  -0.87
18 C 2.103 -1.030 -3.330  -1.42
19 C 2.472 -1.239 -1.993  -0.71
20 N 1.411 -1.338 -1.211  0.76
21 C -1.474 -1.429 -0.280  0.01
22 C -2.836 -1.535 0.102  -0.85
23 C -2.851 -1.800 1.449  -1.27
24 C -1.508 -1.853 1.846  -1.23
25 N -0.692 -1.627 0.827  1.13
26 H -4.296 0.989 -3.966  0.46
27 H -2.570 0.861 -2.194  0.57
28 H -1.742 -3.184 -3.284  0.51
29 H -3.471 -3.076 -5.044  0.46
30 H 0.076 -0.868 -4.185  0.63
31 H 2.773 -0.907 -4.160  0.48
32 H 3.469 -1.329 -1.596  0.55
33 H -3.675 -1.434 -0.563  0.64
34 H -3.704 -1.941 2.086  0.48
35 H -1.138 -2.065 2.835  0.60
36 C 0.088 4.959 3.057  -1.21
37 N -0.143 3.628 2.574  0.20
38 N 0.615 3.050 1.592  0.70
39 C 0.357 1.707 1.566  0.19
40 O 0.918 0.921 0.750  0.04
41 C -0.607 1.469 2.563  -0.10
42 C -0.858 2.667 3.182  0.17
43 C -1.737 2.958 4.337  -1.82
44 C 1.376 3.802 0.672  -0.07
45 C 2.694 3.455 0.412  -0.11
46 C 3.413 4.159 -0.537  -0.83
47 C 2.830 5.220 -1.209  -0.46
48 C 1.524 5.590 -0.922  -0.69
49 C 0.791 4.878 0.010  0.09
50 H 1.037 5.321 2.672  0.40
51 H 0.151 4.946 4.144  0.40
52 H -0.720 5.631 2.755  0.36
53 H -1.037 0.516 2.788  0.35
54 H -2.255 2.058 4.646  0.37
55 H -2.470 3.723 4.089  0.35
56 H -1.136 3.315 5.171  0.37
57 H 3.149 2.642 0.954  0.22
58 H 4.437 3.880 -0.736  0.43
59 H 3.393 5.766 -1.951  0.40
60 H 1.073 6.432 -1.429  0.39
61 H -0.236 5.144 0.215  0.49
62 I 3.827 -4.323 2.157  0.16
63 C 2.090 -4.834 1.114  -0.14
64 C 1.700 -6.166 1.073  -0.45
65 C 0.602 -6.503 0.302  -0.45
66 C -0.052 -5.499 -0.399  -1.05
67 C 0.407 -4.205 -0.266  0.11
68 N 1.446 -3.871 0.481  0.12
69 H 2.253 -6.908 1.630  0.40
70 H 0.274 -7.529 0.240  0.42
71 H -0.902 -5.708 -1.029  0.46
72 H -0.067 -3.391 -0.782  0.34

Results
- multiplicity = 1
- charge = 0
- energy relative to the best compared isomer or geometry (same formula, charge and spin) (kcal per mole) = 14.4
- HOMO energy (eV) = -7.28
- DFT total energy (eV) = -326450.7615


Below is a single C10H14N2S molecule, with properties calculated with ωB97M-V with the def2-TZVPD basis set.

Last column: Mulliken charge in e.
Element x y z (Å)
1 C 0.745 2.580 4.064  -0.97
2 C 0.659 2.003 2.642  -0.27
3 C -0.283 0.879 0.403  0.41
4 C -0.982 -0.963 -0.988  0.57
5 C 0.119 -1.676 -0.726  -0.42
6 C 0.243 -2.969 -1.355  -0.58
7 C -0.572 -3.430 -2.364  -0.52
8 C -1.764 -2.708 -2.605  -0.34
9 C -2.003 -1.495 -1.910  -0.46
10 C 1.407 1.276 -1.435  -0.71
11 H 1.623 3.258 4.027  0.32
12 H -0.188 3.333 4.409  0.24
13 H 0.890 1.750 4.774  0.28
14 H 1.394 1.107 2.574  0.25
15 H 1.193 2.781 2.026  0.27
16 H -2.188 0.347 -0.017  0.34
17 H 0.697 -1.089 0.028  0.53
18 H 1.139 -3.578 -1.091  0.29
19 H -0.213 -4.200 -3.029  0.38
20 H -2.468 -2.970 -3.356  0.41
21 H -2.693 -0.723 -2.499  0.19
22 H 0.431 1.533 -1.955  0.28
23 H 2.179 2.012 -1.430  0.36
24 H 1.821 0.230 -1.907  0.20
25 N -1.308 0.364 -0.454  -0.34
26 N 1.043 1.028 0.117  -0.47
27 S -0.922 1.318 2.058  -0.21

Results
- multiplicity = 1
- SMILES = CCS/C(=N/C)Nc1ccccc1
- charge = 0
- energy relative to the best compared isomer or geometry (same formula, charge and spin) (kcal per mole) = 95.2
- HOMO energy (eV) = -8.48
- DFT total energy (eV) = -24409.2545


Below is a single C4H8O2 molecule, with properties calculated with ωB97M-V with the def2-TZVPD basis set.

Last column: Mulliken charge in e.
Element x y z (Å)
1 C -0.773 1.718 0.405  -1.37
2 C -0.686 0.216 0.135  0.44
3 O -1.432 0.047 -1.060  -0.53
4 C 0.760 -0.324 -0.132  -0.06
5 C 1.403 -1.640 0.186  -0.34
6 O 0.671 -1.447 -1.003  -0.45
7 H -0.308 2.281 -0.413  0.35
8 H -1.830 2.007 0.425  0.33
9 H -0.318 2.010 1.356  0.36
10 H -1.180 -0.326 0.956  0.23
11 H -1.253 -0.846 -1.388  0.32
12 H 1.473 0.463 -0.390  0.29
13 H 1.027 -2.274 0.986  0.20
14 H 2.445 -1.884 -0.062  0.23

Results
- multiplicity = 1
- SMILES = C[C@@H](O)[C@H]1CO1
- charge = 0
- energy relative to the best compared isomer or geometry (same formula, charge and spin) (kcal per mole) = 55.3
- HOMO energy (eV) = -10.11
- DFT total energy (eV) = -8370.8851